Record 1
Entry from OMol25: C19H24ClN3O5S in the gas phase (ωB97M-V with the def2-TZVPD basis set).

As for the structure (SMILES): CCOC(=O)c1c(S(=O)(=O)NCC(=O)NCc2ccccc2Cl)c(C)n(C)c1C. For the LUMO energy, the calculation gives 0.521 eV.

Each line ends with the natural charge from an NBO analysis.
Positions of all 53 atoms, in Å:
Cl: 2.7784 -2.3793 -2.0427  -0.0098
S: -2.1559 2.0512 1.0427  2.3457
O: -2.4174 3.4459 0.8456  -0.9436
O: -3.2233 1.2060 1.4918  -0.9444
O: 1.7081 2.6576 -0.1040  -0.6414
O: -2.5985 -1.9403 0.1061  -0.4880
O: -1.1572 -0.8943 1.4771  -0.6657
N: -0.9436 1.9279 2.1760  -0.8459
N: 1.2388 0.6399 0.7850  -0.6428
N: -0.8678 1.0071 -2.5353  -0.3247
C: -0.9826 3.4316 -1.8952  -0.6763
C: 4.0726 -2.0900 2.2397  -0.2232
C: -0.9096 -1.4975 -2.7355  -0.6593
C: -1.5142 1.3667 -0.4544  -0.4388
C: -1.0994 -0.2255 -1.9903  0.2077
C: 1.1249 1.9814 0.7223  0.6761
C: 4.4665 -3.1670 1.4646  -0.2046
C: -3.0470 -2.7706 1.1826  -0.0785
C: -1.1432 1.9854 -1.6210  0.2320
C: 0.2739 2.6129 1.8278  -0.3375
C: -4.2318 -2.1176 1.8794  -0.6380
C: 3.2698 -1.1024 1.6981  -0.1447
C: 3.2576 -2.2544 -0.3839  -0.0276
C: -1.4890 -0.0357 -0.6819  -0.2224
C: 4.0604 -3.2504 0.1445  -0.2246
C: -0.3862 1.2600 -3.8661  -0.4084
C: 1.9681 -0.0989 -0.2173  -0.2548
C: 2.8423 -1.1664 0.3779  -0.0657
C: -1.7339 -0.9868 0.4079  0.8358
H: -1.3696 3.6971 -2.8769  0.2164
H: 0.0733 3.7031 -1.8426  0.2498
H: 0.8977 2.7159 2.7222  0.2314
H: -0.0215 3.6109 1.4960  0.2492
H: 0.0725 0.3600 -4.2688  0.2210
H: 2.5797 0.6306 -0.7620  0.2533
H: -0.8559 0.9718 2.4891  0.4183
H: -2.2190 -2.9187 1.8834  0.2012
H: -1.2028 1.5660 -4.5248  0.2083
H: 4.3628 -4.0808 -0.4747  0.2270
H: -1.2334 -2.3244 -2.1104  0.2458
H: -3.9699 -1.1017 2.1711  0.2425
H: 5.0915 -3.9417 1.8811  0.2183
H: -1.5050 -1.5015 -3.6478  0.2250
H: -1.5182 3.9863 -1.1293  0.2716
H: 0.3598 2.0536 -3.8374  0.2244
H: 1.2716 -0.5575 -0.9285  0.2097
H: 0.1355 -1.6555 -3.0065  0.2265
H: -3.3210 -3.7224 0.7221  0.1901
H: 0.5911 0.1016 1.3493  0.4265
H: 2.9681 -0.2585 2.2992  0.2148
H: -4.5037 -2.6897 2.7618  0.2146
H: -5.0839 -2.0693 1.2064  0.2117
H: 4.3921 -2.0177 3.2680  0.2162


Record 2
Entry from OMol25: C3H7NOS in the gas phase (ωB97M-V with the def2-TZVPD basis set).

As for the structure (SMILES): CO/N=C\CS. For the LUMO energy, the calculation gives 0.929 eV.

Each line ends with the natural charge from an NBO analysis.
Positions of all 13 atoms, in Å:
S: 1.0642 2.0345 -1.3400  -0.0197
O: -0.7582 -0.0238 0.3427  -0.4333
N: -0.0499 -1.0734 -0.2807  -0.1245
C: -1.9353 -0.6503 0.8853  -0.2510
C: 1.1089 -0.6341 -0.5743  0.0505
C: 1.6402 0.7230 -0.2373  -0.5983
H: -1.6703 -1.2661 1.7649  0.1795
H: 2.7321 0.7387 -0.2111  0.2353
H: 1.3386 1.0055 0.7499  0.2397
H: 1.7001 -1.3573 -1.1681  0.2026
H: -0.1873 1.6394 -1.1767  0.1363
H: -2.6258 0.1569 1.1399  0.1914
H: -2.3573 -1.2931 0.1055  0.1915


For each record above, in turn, the calculated E_tot values are -2137.314806; -646.606922 Eh.
For each record above, in turn, the calculated maximum force values are 0.9; 1.5 eV/Å.
For each record above, in turn, the calculated HOMO-LUMO gap values are 9.1; 10.0 eV.